Record 1
DFT (ωB97M-V/def2-TZVPD) results for a structure of composition C33H36N6SbSe2V in a non-equilibrium geometry.

Each line ends with the Mulliken spin population.
Cartesian coordinates (Å):
V -0.251 -0.348 0.303  2.679
C -1.341 -5.741 1.056  0.004
C -0.059 -5.227 1.172  -0.002
C 0.135 -3.876 1.425  0.009
C -0.955 -3.015 1.572  -0.001
C -2.246 -3.547 1.465  -0.010
C -2.433 -4.894 1.203  0.001
N -0.754 -1.634 1.753  -0.063
C -1.317 -0.983 2.796  0.081
C -1.791 -1.572 3.990  -0.004
C -2.284 -0.780 4.998  0.026
C -2.340 0.621 4.874  0.016
C -1.904 1.227 3.724  0.023
C -1.389 0.439 2.684  -0.052
N -1.017 0.892 1.439  -0.115
N -1.250 2.125 1.085  0.333
C -1.034 2.297 -0.253  0.028
C -1.417 3.481 -0.895  0.026
C -1.337 3.548 -2.266  0.015
C -0.887 2.436 -2.980  0.033
C -0.495 1.318 -2.279  0.061
N -0.531 1.243 -0.943  -0.043
H -1.490 -6.795 0.867  0.000
H 0.797 -5.883 1.074  0.000
H 1.136 -3.478 1.539  0.010
H -3.097 -2.888 1.587  -0.005
H -3.438 -5.286 1.111  0.000
H -1.742 -2.648 4.097  0.002
H -2.635 -1.245 5.910  0.001
H -2.732 1.217 5.687  0.001
H -1.949 2.300 3.590  0.002
H -1.793 4.298 -0.297  0.000
H -1.636 4.448 -2.787  0.001
H -0.840 2.444 -4.060  0.001
H -0.132 0.440 -2.799  0.009
Se 0.957 -2.270 -1.222  0.006
Se 2.006 -1.570 -3.174  0.011
C 3.005 -0.016 -2.582  0.009
C 4.175 0.307 -3.260  0.000
C 4.852 1.450 -2.874  0.000
C 4.323 2.233 -1.856  -0.002
C 3.152 1.817 -1.252  0.013
N 2.513 0.700 -1.595  0.004
C -0.937 -2.121 -1.599  0.049
C -1.637 -2.960 -2.442  -0.027
C -3.020 -2.851 -2.472  0.029
C -3.637 -1.905 -1.665  -0.008
C -2.862 -1.095 -0.860  0.086
N -1.528 -1.206 -0.822  -0.141
H 4.532 -0.323 -4.064  -0.001
H 5.780 1.727 -3.355  0.000
H 4.811 3.144 -1.538  0.000
H 2.695 2.394 -0.453  0.001
H -1.108 -3.682 -3.048  -0.001
H -3.608 -3.503 -3.103  0.001
H -4.713 -1.802 -1.647  0.000
H -3.298 -0.335 -0.222  0.003
C 3.060 2.770 2.520  0.001
C 2.665 1.505 3.275  -0.005
Sb 2.006 -0.144 2.023  -0.101
C 2.003 -1.671 3.586  0.002
C 2.530 -1.220 4.945  -0.003
C 3.908 -0.755 1.159  0.008
C 5.061 -0.846 2.150  -0.002
H 3.452 3.513 3.217  0.000
H 2.205 3.218 2.010  -0.001
H 3.841 2.566 1.785  0.000
H 1.844 1.709 3.964  -0.001
H 3.506 1.126 3.852  -0.001
H 2.602 -2.496 3.194  0.000
H 0.979 -2.026 3.688  0.000
H 3.569 -0.894 4.897  0.000
H 2.484 -2.052 5.650  0.000
H 1.927 -0.408 5.351  0.000
H 4.147 -0.048 0.364  0.001
H 3.716 -1.722 0.684  0.000
H 5.236 0.114 2.637  0.000
H 5.982 -1.125 1.632  0.000
H 4.879 -1.595 2.922  0.000

The total energy comes out at -206658.383 eV. The value obtained for the energy relative to the best compared isomer or geometry (same formula, charge and spin) is 0.352 eV. As for the expectation value of S²: 3.79. Its multiplicity is 4. As for the LUMO energy (alpha / beta): -3.096 / -3.881 eV. The value obtained for the max |F| is 0.0702 hartree/bohr. As for the molar mass: 847.317 g mol⁻¹. The charge is +1.



Record 2
DFT (ωB97M-V/def2-TZVPD) results for a cluster of 2 separate species, C33H37BF6O4 in total in a non-equilibrium geometry.

Each line ends with the Mulliken charge.
Cartesian coordinates (Å):
C -3.648 2.936 1.289  -1.936
C -2.632 1.808 1.267  1.880
C -1.643 2.018 0.116  -1.857
O -1.938 1.784 2.496  -0.614
B -1.553 0.402 2.674  1.148
C 0.056 0.245 2.331  -0.576
C 0.520 -0.898 1.714  -0.078
C 1.885 -1.033 1.464  0.033
C 2.405 -2.295 0.827  0.660
F 3.028 -2.045 -0.367  -0.274
F 3.320 -2.927 1.628  -0.278
F 1.410 -3.198 0.575  -0.281
C 2.777 -0.028 1.804  -1.303
C 2.282 1.125 2.399  0.084
C 3.239 2.222 2.785  0.633
F 2.614 3.274 3.392  -0.290
F 4.197 1.772 3.657  -0.275
F 3.900 2.726 1.695  -0.270
C 0.922 1.273 2.651  -0.460
C -1.705 -0.014 4.305  -0.988
C -1.375 -1.419 4.543  0.046
C -2.118 -2.435 4.069  0.136
C -1.802 -3.868 4.313  -1.238
O -2.306 -0.469 1.811  -0.559
C -3.294 0.338 1.210  1.585
C -4.560 0.264 2.060  -1.977
C -3.579 -0.155 -0.196  -1.992
H -4.267 2.901 0.384  0.300
H -4.291 2.859 2.172  0.363
H -3.130 3.900 1.319  0.466
H -2.169 2.094 -0.844  0.375
H -1.093 2.952 0.280  0.421
H -0.907 1.204 0.053  0.265
H -0.154 -1.699 1.432  0.746
H 3.837 -0.141 1.613  0.445
H 0.558 2.190 3.102  0.726
H -1.015 0.646 4.844  0.029
H -2.742 0.226 4.585  0.285
H -0.488 -1.643 5.141  0.383
H -2.986 -2.227 3.444  0.226
H -2.554 -4.493 3.822  0.355
H -0.815 -4.133 3.907  0.295
H -1.797 -4.100 5.387  0.146
H -5.373 0.836 1.599  0.399
H -4.876 -0.782 2.139  0.406
H -4.382 0.645 3.074  0.314
H -4.290 0.519 -0.692  0.320
H -2.657 -0.207 -0.783  0.407
H -4.021 -1.156 -0.149  0.458
C -3.502 3.209 10.911  -0.836
O -2.243 2.766 10.347  -0.418
C -2.203 1.513 9.827  0.959
C -1.029 1.139 9.122  -0.841
C -0.953 -0.096 8.535  -0.335
C -2.023 -1.043 8.640  0.659
C -1.830 -2.359 8.175  -0.504
C -2.806 -3.395 8.150  0.259
C -2.423 -4.702 8.568  -0.348
C -3.327 -5.729 8.616  -0.802
C -4.656 -5.515 8.172  0.929
O -5.491 -6.583 8.224  -0.434
C -6.848 -6.411 7.756  -0.817
C -5.050 -4.238 7.698  -0.584
C -4.141 -3.197 7.706  -0.556
C -3.201 -0.634 9.335  -0.581
C -3.281 0.599 9.944  -0.662
H -3.309 4.248 11.175  0.248
H -4.319 3.141 10.176  0.374
H -3.766 2.626 11.807  0.341
H -0.215 1.860 9.071  0.444
H -0.054 -0.387 7.992  0.357
H -0.806 -2.648 7.940  0.399
H -1.397 -4.858 8.899  0.423
H -3.062 -6.720 8.978  0.438
H -7.287 -7.397 7.900  0.245
H -7.385 -5.657 8.352  0.341
H -6.874 -6.127 6.693  0.349
H -6.074 -4.084 7.348  0.383
H -4.455 -2.214 7.354  0.632
H -4.043 -1.314 9.437  0.471
H -4.172 0.881 10.510  0.381

The total energy comes out at -59992.185 eV. Its multiplicity is 1. As for the LUMO energy: -3.195 eV. The value obtained for the max |F| is 0.0497 hartree/bohr. As for the molar mass: 622.455 g mol⁻¹.



Record 3
DFT (ωB97M-V/def2-TZVPD) results for a structure of composition C33H37BrFN7O2ReSSi in a non-equilibrium geometry.

Each line ends with the Mulliken spin population.
Cartesian coordinates (Å):
Re 0.453 0.612 0.037  0.392
C -1.432 5.731 2.365  0.000
C -1.339 5.401 0.884  0.001
N -2.011 4.150 0.539  -0.002
C -1.463 2.939 0.609  -0.011
S 0.238 2.749 0.985  0.050
N -2.215 1.876 0.421  0.018
N -1.505 0.723 0.549  0.013
C -2.156 -0.370 0.856  -0.006
C -3.631 -0.367 1.053  0.001
C -1.283 -1.477 1.089  -0.006
C -1.686 -2.735 1.554  -0.002
C -0.740 -3.674 1.881  -0.004
C 0.612 -3.357 1.713  -0.004
C 0.958 -2.128 1.220  -0.011
N 0.035 -1.181 0.923  0.054
H -0.918 6.669 2.573  0.000
H -0.970 4.947 2.967  0.000
H -2.470 5.839 2.677  0.000
H -0.297 5.321 0.569  0.001
H -1.793 6.186 0.280  0.000
H -3.017 4.161 0.441  0.000
H -3.915 0.497 1.652  -0.001
H -3.977 -1.272 1.543  0.000
H -4.145 -0.266 0.095  -0.001
H -2.737 -2.949 1.672  -0.001
H -1.036 -4.642 2.259  0.000
H 1.390 -4.067 1.956  0.001
H 1.988 -1.850 1.050  0.001
C 0.339 3.427 -2.093  0.003
O 0.026 2.040 -1.851  0.010
C -0.735 1.416 -2.813  -0.008
C -1.400 2.047 -3.844  -0.001
C -2.152 1.279 -4.732  0.003
Br -3.058 2.139 -6.141  0.000
C -2.242 -0.089 -4.596  -0.002
C -1.571 -0.725 -3.549  -0.003
C -0.811 0.034 -2.661  0.010
O -0.141 -0.536 -1.630  -0.001
C -1.565 -2.158 -3.338  0.001
N -0.867 -2.668 -2.335  -0.001
C -0.997 -4.049 -2.377  -0.001
C -0.447 -5.060 -1.595  -0.001
C -0.781 -6.358 -1.924  0.000
C -1.635 -6.651 -2.998  0.000
C -2.174 -5.655 -3.787  0.001
C -1.834 -4.351 -3.455  0.001
N -2.172 -3.131 -4.035  0.000
H 0.766 3.528 -3.090  0.002
H 1.068 3.714 -1.344  0.000
H -0.558 4.039 -1.994  -0.001
H -1.351 3.118 -3.975  0.000
H -2.829 -0.653 -5.308  0.000
H -0.401 -1.854 -1.736  0.002
H 0.225 -4.838 -0.780  0.000
H -0.370 -7.174 -1.347  0.000
H -1.869 -7.683 -3.217  0.000
H -2.824 -5.883 -4.621  0.000
H -2.743 -3.001 -4.854  0.000
C 2.589 -0.747 3.982  0.010
Si 1.653 0.685 3.226  -0.017
C 2.219 2.337 3.901  0.013
C -0.141 0.488 3.699  0.001
N 1.927 0.628 1.398  0.350
C 3.258 0.745 0.953  0.040
C 4.385 0.985 1.746  0.057
C 5.646 1.031 1.172  -0.034
C 5.836 0.830 -0.190  0.066
C 4.742 0.572 -1.005  -0.042
C 3.521 0.545 -0.391  0.030
F 2.370 0.275 -1.133  0.020
H 2.437 -0.703 5.064  0.001
H 3.663 -0.761 3.806  0.000
H 2.181 -1.703 3.651  -0.001
H 1.905 2.377 4.948  0.001
H 1.733 3.170 3.396  -0.002
H 3.294 2.515 3.883  0.000
H -0.133 0.524 4.793  0.000
H -0.594 -0.462 3.428  -0.001
H -0.773 1.307 3.354  0.000
H 4.289 1.142 2.810  0.006
H 6.499 1.228 1.806  0.000
H 6.827 0.871 -0.617  0.003
H 4.832 0.396 -2.068  -0.001

The total energy comes out at -142939.880 eV. The value obtained for the energy relative to the best compared isomer or geometry (same formula, charge and spin) is 0.941 eV. As for the expectation value of S²: 0.76. Its multiplicity is 2. As for the LUMO energy (alpha / beta): -5.827 / -6.689 eV. The value obtained for the max |F| is 0.0261 hartree/bohr. As for the molar mass: 908.968 g mol⁻¹. The charge is +2.